Entry 1:
18
Properties=species:S:1:pos:R:3 method="wB97M-V/def2-TZVPD" e_homo_ha=-0.336 molar_mass_g_mol=88.15 homo_lumo_gap_ha=0.37436 spin_multiplicity=1 total_charge=0 largest_force_ev_per_a=2.31 e_tot_ha=-269.04516 lumo_energy_ev=1.0 de_lowest_kcal_mol=44.7
N -2.26 -1.02 0.80
N -1.73 0.28 2.93
C -1.29 -0.54 1.85
C 2.03 -0.10 -1.03
C 1.54 1.00 -3.18
C 1.89 1.13 -1.90
H -0.65 0.10 1.24
H -1.86 -1.73 0.21
H -2.98 -1.55 1.29
H 1.62 2.06 -1.39
H -0.98 -1.48 2.31
H -2.09 1.21 2.73
H 1.27 1.91 -3.70
H 1.44 0.02 -3.63
H 1.10 -0.59 -0.74
H 2.74 -0.81 -1.42
H -2.26 -0.10 3.71
H 2.45 0.22 -0.06


Entry 2:
16
Properties=species:S:1:pos:R:3 method="wB97M-V/def2-TZVPD" e_homo_ha=-0.504 molar_mass_g_mol=97.14 homo_lumo_gap_ha=0.33206 spin_multiplicity=1 total_charge=+1 largest_force_ev_per_a=5.01 e_tot_ha=-305.03873 lumo_energy_ev=-4.7 de_lowest_kcal_mol=120.0
N -1.36 -0.90 0.91
N -1.52 -1.11 -1.39
C -0.27 0.71 -0.35
C -1.14 -0.34 -0.31
C -0.20 1.98 -0.59
C 2.25 -0.15 1.25
C 1.72 -0.01 0.06
H -2.13 -1.83 -1.20
H 2.12 -0.01 -0.93
H 1.79 -0.33 2.27
H -1.22 -0.91 -2.27
H 3.28 0.06 1.23
H 0.78 2.37 -0.63
H -1.00 2.64 -0.74
H -1.38 -0.37 1.73
H -1.73 -1.79 0.96


Entry 3:
19
Properties=species:S:1:pos:R:3 method="wB97M-V/def2-TZVPD" e_homo_ha=-0.339 molar_mass_g_mol=185.13 homo_lumo_gap_ha=0.35932 spin_multiplicity=1 total_charge=0 largest_force_ev_per_a=2.96 e_tot_ha=-1481.57205 lumo_energy_ev=0.6
Cl -2.83 0.64 1.48
Cl 2.69 1.55 1.20
Si 2.45 0.22 -0.39
O -2.52 0.15 -1.09
C 0.41 -1.02 1.32
C -2.06 0.93 -0.09
C 0.80 -0.68 -0.11
C -1.01 1.67 -0.24
C 0.19 -1.29 -1.11
H -0.73 -0.77 1.46
H 0.66 -2.18 1.53
H 0.26 -0.88 -2.04
H 0.98 -0.35 1.92
H -0.68 -1.90 -0.84
H -3.16 -0.57 -0.89
H -0.63 1.62 -1.26
H -0.80 2.34 0.65
H 2.48 1.23 -1.42
H 3.50 -0.70 -0.12


Entry 4:
50
Properties=species:S:1:pos:R:3 method="wB97M-V/def2-TZVPD" e_homo_ha=-0.272 molar_mass_g_mol=317.43 homo_lumo_gap_ha=0.29398 spin_multiplicity=1 total_charge=0 largest_force_ev_per_a=0.63 e_tot_ha=-1016.87508 lumo_energy_ev=0.6 de_lowest_kcal_mol=32.3
O -0.91 -3.77 -2.02
O 2.09 1.27 3.33
N -2.00 0.63 2.75
N 0.02 2.14 3.42
N -1.18 -1.53 -2.36
C -2.35 2.02 2.93
C 3.03 2.87 1.30
C 1.26 2.04 2.87
C -1.59 -1.26 1.31
C -1.39 -1.03 -1.07
C 1.56 2.95 1.70
C -1.78 0.11 1.48
C -1.61 0.34 -0.92
C -1.80 0.90 0.32
C -1.09 2.91 2.91
C -1.39 -1.82 0.07
C 1.82 -2.85 -3.98
C 3.12 -2.18 -4.41
C 0.61 -2.24 -4.68
C -1.25 0.11 3.88
C -0.70 -2.91 -4.26
C -0.94 -2.81 -2.76
C -0.36 1.23 4.47
H -1.54 -2.47 -4.80
H -1.24 -2.89 -0.03
H -1.20 -0.82 -3.09
H 3.10 -1.12 -4.16
H 0.55 0.80 4.90
H -0.88 3.25 1.90
H -1.25 3.80 3.54
H 0.94 2.64 0.85
H 0.73 -2.34 -5.76
H 3.29 1.84 1.06
H -1.97 1.96 0.38
H 3.66 3.19 2.13
H -0.61 -0.70 3.54
H 3.97 -2.64 -3.90
H 0.57 -1.17 -4.45
H 1.30 3.98 1.96
H -0.89 1.79 5.25
H -1.61 -1.92 2.17
H -1.63 0.98 -1.80
H -0.66 -3.98 -4.51
H -1.94 -0.27 4.64
H 3.23 3.50 0.44
H 3.26 -2.29 -5.48
H -2.85 2.10 3.90
H 1.70 -2.75 -2.90
H 1.86 -3.92 -4.21
H -3.06 2.33 2.16


Entry 5:
51
Properties=species:S:1:pos:R:3 method="wB97M-V/def2-TZVPD" e_homo_ha=-0.298 molar_mass_g_mol=275.39 homo_lumo_gap_ha=0.31131 spin_multiplicity=1 total_charge=0 largest_force_ev_per_a=3.53 e_tot_ha=-945.04764 lumo_energy_ev=0.4 de_lowest_kcal_mol=7.3
O 0.68 1.77 -1.64
O 3.52 0.87 -2.15
O 3.88 -1.17 -0.31
O -2.31 3.10 -1.20
O 0.51 4.29 -0.30
O 0.89 -0.66 -0.26
N -0.05 -1.58 0.17
C 0.08 -0.69 2.45
C -2.39 -3.03 0.72
C -0.65 -2.29 -0.99
C 1.12 4.79 0.86
C -1.47 -3.46 -0.45
C -1.55 -1.48 -1.84
C -1.79 0.10 0.97
C 1.01 3.69 1.90
C -1.67 -2.25 1.85
C -0.87 -1.09 1.31
C 0.46 -2.85 -1.84
H -1.96 0.64 1.87
H 0.40 0.16 -0.56
H 3.71 0.06 -1.67
H -2.71 -0.29 0.56
H 1.56 1.47 -1.75
H -2.40 -1.91 2.61
H -2.93 -3.83 1.16
H 0.75 4.87 -1.06
H -0.92 -2.86 2.39
H 4.26 -1.95 0.04
H 2.25 4.93 0.68
H 0.63 -1.65 2.65
H -1.43 0.72 0.10
H 0.00 3.31 2.00
H -2.40 -1.12 -1.31
H -1.00 -0.66 -2.29
H -1.73 3.57 -0.59
H -0.44 -0.37 3.36
H 1.32 3.94 2.84
H -2.08 -3.87 -1.27
H 0.81 2.58 -1.14
H 0.70 5.68 1.19
H 0.72 0.12 2.07
H 1.09 -3.48 -1.19
H 0.03 -3.41 -2.70
H 2.97 -1.07 0.00
H -1.76 3.14 -1.98
H 4.39 1.38 -2.12
H -3.24 -2.42 0.31
H 1.67 2.87 1.57
H -1.91 -2.15 -2.64
H 1.07 -2.06 -2.25
H -0.83 -4.40 -0.15


Entry 6:
10
Properties=species:S:1:pos:R:3 method="wB97M-V/def2-TZVPD" e_homo_ha=-0.087 molar_mass_g_mol=131.62 homo_lumo_gap_ha=0.21596 spin_multiplicity=1 total_charge=-1 largest_force_ev_per_a=2.22 e_tot_ha=-1870.36448 lumo_energy_ev=3.5 de_lowest_kcal_mol=0.0
Cu 1.26 -0.19 1.19
O 3.09 -0.50 0.06
C -2.32 1.30 -0.07
C -0.96 -0.94 0.34
C 2.54 0.36 -0.68
C -1.69 0.25 0.04
H -2.96 2.16 -0.06
H 3.25 0.75 -1.47
H -1.48 -1.53 1.12
H -0.73 -1.66 -0.46


Entry 7:
47
Properties=species:S:1:pos:R:3 method="wB97M-V/def2-TZVPD" e_homo_ha=-0.603 molar_mass_g_mol=242.41 homo_lumo_gap_ha=0.40344 spin_multiplicity=1 total_charge=+2 largest_force_ev_per_a=3.17 e_tot_ha=-735.60801 lumo_energy_ev=-5.4 de_lowest_kcal_mol=0.0
O -0.75 0.80 -1.03
N 1.47 3.37 0.25
N -2.10 -2.77 -1.14
C -2.19 -3.79 -0.05
C -0.79 -2.06 -1.21
C 0.87 -2.05 0.65
C 1.62 3.18 -1.24
C -3.21 -1.81 -0.90
C 0.53 2.40 0.82
C -0.38 -1.36 0.11
C -0.16 0.13 -0.15
C -2.23 -3.49 -2.43
C 0.96 0.19 2.04
C 0.89 0.90 0.68
C 2.81 3.30 0.87
C 0.98 4.77 0.50
C 1.38 -1.31 1.91
H -3.24 -0.98 -1.64
H 3.21 2.30 0.86
H 1.69 -1.95 -0.11
H -0.04 0.17 2.52
H -1.38 -4.49 -0.25
H -4.16 -2.33 -0.87
H 1.87 4.13 -1.76
H 2.50 -1.33 1.86
H 0.78 4.97 1.54
H 1.67 0.73 2.70
H -1.44 -4.27 -2.42
H -0.48 2.53 0.32
H -3.13 -4.32 -0.09
H 1.09 -1.87 2.81
H -3.07 -1.35 0.08
H 1.85 0.78 0.22
H 3.56 3.91 0.36
H 0.65 2.86 -1.65
H -1.18 -1.43 0.83
H 0.40 2.60 1.89
H -0.85 -1.30 -1.95
H 0.66 -3.08 0.88
H 2.35 2.37 -1.48
H 0.00 4.91 -0.03
H 1.65 5.51 0.11
H -2.10 -3.38 0.94
H 0.00 -2.77 -1.48
H -3.24 -3.99 -2.50
H -2.09 -2.87 -3.29
H 2.76 3.56 1.93


Entry 8:
17
Properties=species:S:1:pos:R:3 method="wB97M-V/def2-TZVPD" e_homo_ha=-0.300 molar_mass_g_mol=298.73 homo_lumo_gap_ha=0.25911 spin_multiplicity=1 total_charge=0 largest_force_ev_per_a=12.43 e_tot_ha=-2314.76707 lumo_energy_ev=-1.1
Cs 2.12 -2.07 0.72
Ga -2.67 0.41 -0.14
F -2.79 1.42 1.45
O -1.50 -1.03 0.29
O 0.32 1.53 0.39
C 0.68 0.20 0.56
C -0.25 -0.85 -0.26
C 2.21 0.04 -0.10
H -0.10 1.67 -0.47
H 2.19 -0.82 -0.88
H 2.95 -0.21 0.75
H -2.11 1.35 -1.30
H 0.30 -1.89 -0.21
H 2.47 0.97 -0.67
H 0.71 -0.05 1.68
H -0.30 -0.57 -1.35
H -4.16 -0.08 -0.48


Entry 9:
21
Properties=species:S:1:pos:R:3 method="wB97M-V/def2-TZVPD" e_homo_ha=-0.097 molar_mass_g_mol=104.17 homo_lumo_gap_ha=0.25246 spin_multiplicity=1 total_charge=-1 largest_force_ev_per_a=0.81 e_tot_ha=-328.88054 lumo_energy_ev=4.2 de_lowest_kcal_mol=8.3
O -0.11 -0.06 0.98
N -1.99 -0.97 2.13
C 2.21 1.65 -0.64
C 2.07 0.35 -1.41
C -2.90 -0.72 1.03
C -0.59 -1.10 1.66
C 0.66 0.18 -1.95
H -3.93 -0.90 1.36
H 2.81 0.30 -2.22
H 1.65 1.59 0.30
H -2.81 0.29 0.61
H 2.29 -0.48 -0.74
H 1.77 2.49 -1.20
H 0.00 0.16 -1.07
H -2.00 -0.18 2.77
H 0.52 -0.77 -2.48
H 3.24 1.92 -0.43
H 0.00 -1.31 2.58
H -2.67 -1.43 0.23
H -0.59 -2.05 1.06
H 0.36 1.04 -2.56


Entry 10:
21
Properties=species:S:1:pos:R:3 method="wB97M-V/def2-TZVPD" e_homo_ha="-0.702 / -0.704" molar_mass_g_mol=128.17 homo_lumo_gap_ha="0.29699 / 0.30339" spin_multiplicity=1 total_charge=+2 largest_force_ev_per_a=5.81 e_tot_ha=-419.63912 lumo_energy_ev="-11.0 / -10.9" de_lowest_kcal_mol=146.8
O -1.33 -0.16 0.98
N -0.26 0.21 0.24
N 2.17 -1.29 0.16
C 0.97 -1.60 0.27
C -0.52 0.33 -1.18
C 1.97 1.18 0.40
C 0.50 1.32 0.75
C 2.63 0.06 0.09
C -2.54 -0.57 0.52
H 3.05 -1.82 0.19
H -2.94 -1.03 1.48
H 0.18 1.52 1.84
H 0.42 0.47 -1.90
H -1.28 1.07 -1.48
H 3.71 0.06 0.00
H -0.98 -0.48 -1.53
H 0.59 -2.57 0.44
H -2.44 -1.15 -0.41
H -3.05 0.34 0.29
H 0.06 2.28 0.20
H 2.43 2.18 0.28


Entry 11:
10
Properties=species:S:1:pos:R:3 method="wB97M-V/def2-TZVPD" e_homo_ha=-0.391 molar_mass_g_mol=84.08 homo_lumo_gap_ha=0.42286 spin_multiplicity=1 total_charge=0 largest_force_ev_per_a=1.80 e_tot_ha=-301.41790 lumo_energy_ev=0.9 de_lowest_kcal_mol=43.5
O 0.50 -0.80 -1.14
N 0.64 0.58 0.57
N 1.99 -0.61 -0.79
C -1.62 0.04 0.02
C 1.89 0.17 0.24
C -0.14 -0.06 -0.25
H 2.70 0.44 0.93
H -1.72 0.89 0.71
H -1.97 -0.85 0.55
H -2.26 0.20 -0.85


Entry 12:
78
Properties=species:S:1:pos:R:3 method="wB97M-V/def2-TZVPD" e_homo_ha="-0.582 / -0.582" molar_mass_g_mol=879.00 homo_lumo_gap_ha="0.18517 / 0.18127" spin_multiplicity=1 total_charge=+3 largest_force_ev_per_a=1.61 e_tot_ha=-5040.13813 lumo_energy_ev="-10.8 / -10.9" de_lowest_kcal_mol=36.0
Os -0.71 1.61 -0.31
Se 1.19 1.34 1.14
S -2.08 2.57 1.15
S -1.62 -0.56 -0.05
O -0.85 -5.20 -0.46
N 0.10 1.73 -2.20
N 0.71 -1.87 0.43
N 1.48 4.21 1.54
N -2.40 1.71 -1.51
N 2.72 3.02 2.88
N -3.63 1.92 -0.99
N -4.75 2.67 0.86
N -1.29 -3.09 0.31
C -4.87 -1.11 -5.07
C -3.62 2.35 0.23
C -0.86 -4.52 0.52
C -0.83 1.49 -3.18
C 3.98 6.32 4.00
C 2.27 6.51 2.27
C -5.39 -0.12 -4.24
C -3.50 -1.31 -5.13
C 1.33 2.15 -2.56
C -0.60 -1.96 0.27
C -2.22 1.22 -2.71
C 1.80 2.96 1.91
C -3.17 0.47 -3.52
C 3.34 1.89 3.58
C 3.92 4.95 4.02
C -0.22 -5.84 4.49
C -0.53 1.69 -4.51
C 3.00 -4.48 -1.18
C 1.71 -2.95 0.34
C -0.72 -4.04 2.98
C 2.22 5.12 2.28
C -0.09 -6.72 3.42
C 0.74 2.13 -4.86
C 1.69 2.36 -3.87
C -4.56 0.65 -3.46
C -0.61 -4.92 1.90
C 2.07 -3.27 -1.11
C -0.52 -4.50 4.27
C 3.02 4.36 3.13
C 3.17 7.09 3.13
C -2.65 -0.52 -4.37
C -0.29 -6.26 2.13
H 0.99 2.30 -5.90
H -0.98 -3.00 2.82
H 2.49 -5.37 -0.80
H 3.90 -4.32 -0.59
H -5.63 2.57 0.39
H 2.58 -2.64 0.90
H -0.22 -6.94 1.28
H -0.63 -3.82 5.10
H -1.29 1.55 -5.26
H -2.25 -3.03 0.00
H 3.27 8.17 3.15
H 1.08 -0.94 0.32
H -5.54 -1.72 -5.66
H 4.54 4.37 4.68
H 0.78 4.44 0.86
H -4.74 3.03 1.80
H 3.30 -4.67 -2.21
H -0.08 -6.20 5.50
H 1.65 7.10 1.62
H 2.04 2.31 -1.75
H 1.32 -3.84 0.83
H -3.09 -2.10 -5.75
H -1.59 -0.72 -4.41
H 2.71 1.01 3.48
H 2.55 -2.40 -1.57
H 3.43 2.15 4.64
H 4.67 6.83 4.65
H -4.97 1.41 -2.81
H 4.33 1.69 3.18
H 0.15 -7.76 3.59
H 2.67 2.72 -4.11
H -6.46 0.06 -4.22
H 1.15 -3.48 -1.67


Entry 13:
16
Properties=species:S:1:pos:R:3 method="wB97M-V/def2-TZVPD" e_homo_ha=-0.358 molar_mass_g_mol=86.13 homo_lumo_gap_ha=0.39439 spin_multiplicity=1 total_charge=0 largest_force_ev_per_a=0.56 e_tot_ha=-271.67197 lumo_energy_ev=1.0 de_lowest_kcal_mol=50.6
O -0.35 0.91 -1.89
C -0.39 -0.28 -1.69
C -0.24 -1.15 0.78
C 0.33 -1.01 -0.62
C 0.99 1.14 0.80
C 1.01 -0.35 0.56
H -1.02 -0.93 -2.34
H -2.57 1.19 0.10
H 1.29 1.34 1.84
H 1.68 1.67 0.14
H -1.14 -0.60 1.03
H -2.13 1.40 -0.46
H -0.17 -2.13 1.25
H 1.94 -0.84 0.85
H 0.79 -1.93 -1.00
H 0.00 1.57 0.65


Entry 14:
23
Properties=species:S:1:pos:R:3 method="wB97M-V/def2-TZVPD" e_homo_ha=-0.507 molar_mass_g_mol=283.08 homo_lumo_gap_ha=0.20182 spin_multiplicity=2 total_charge=+2 largest_force_ev_per_a=3.09 e_tot_ha=-530.47973 lumo_energy_ev=-8.3
La 6.29 3.03 0.39
O 3.00 -0.40 0.92
O 4.88 0.65 1.43
O 3.65 1.45 -0.21
C -1.37 -2.33 0.18
C 1.84 -0.47 0.09
C -3.36 2.43 -0.53
C -0.05 -2.10 -0.29
C 1.07 -1.71 0.53
C 3.86 0.60 0.70
C -4.61 2.43 -0.99
H -4.99 3.25 -1.61
H 2.13 -0.55 -0.96
H -2.03 -2.80 -0.56
H 1.23 0.43 0.23
H -1.46 -2.71 1.20
H 0.85 -1.75 1.61
H -3.06 1.79 0.30
H -1.73 -1.24 0.20
H 0.13 -2.23 -1.36
H -5.31 1.62 -0.76
H 1.69 -2.62 0.33
H -2.67 3.22 -0.84


Entry 15:
41
Properties=species:S:1:pos:R:3 method="wB97M-V/def2-TZVPD" e_homo_ha=-0.303 molar_mass_g_mol=438.58 homo_lumo_gap_ha=0.30616 spin_multiplicity=1 total_charge=0 largest_force_ev_per_a=1.08 e_tot_ha=-2655.61223 lumo_energy_ev=0.1 de_lowest_kcal_mol=1.7
S -3.56 -1.51 1.99
S 2.76 0.07 2.38
S -1.45 -3.63 1.53
S -4.49 1.24 1.03
O -1.73 2.13 1.84
O 3.99 -0.60 2.09
O 2.74 1.07 3.41
N -1.77 -1.33 0.18
N -1.07 2.20 -0.34
N -2.53 -0.23 0.03
N 1.61 -1.10 2.74
C -0.71 -1.50 -0.73
C 1.54 -2.12 -1.24
C -3.42 2.45 0.17
C 1.00 1.72 -1.44
C 0.11 -1.30 -2.97
C 1.34 -1.80 -2.57
C 2.29 1.23 -1.44
C 0.53 -1.98 -0.31
C -3.47 -0.15 0.89
C -1.98 2.24 0.66
C 0.25 1.74 -0.27
C -2.13 -2.19 1.17
C 2.09 0.75 0.88
C 2.85 0.73 -0.28
C -0.92 -1.15 -2.06
C 0.82 1.27 0.91
H 0.69 -2.21 0.73
H -3.53 2.32 -0.90
H 1.04 -0.84 3.53
H -1.88 -0.78 -2.36
H 2.04 -2.00 2.88
H 3.84 0.31 -0.24
H -0.06 -1.04 -4.01
H -1.40 2.36 -1.28
H 2.86 1.23 -2.36
H 2.13 -1.92 -3.28
H 2.50 -2.49 -0.91
H 0.57 2.09 -2.36
H 0.27 1.29 1.84
H -3.79 3.42 0.48